Computed, not measured: 11 unconnected molecules or ions with the total composition C42H53N11, with ωB97M-V/def2-TZVPD.

Geometry as ORCA input:
```
! wB97M-V def2-TZVPD RIJCOSX def2/J DEFGRID3
* xyz 0 1
C 0.406 -2.251 -5.667
C 0.599 -3.288 -6.691
C 1.751 -2.946 -7.433
N 2.274 -1.738 -6.903
C 1.430 -1.336 -5.869
H -0.306 -2.181 -4.858
H 0.082 -4.226 -6.827
H 2.232 -3.434 -8.268
H 3.092 -1.204 -7.162
H 1.735 -0.437 -5.354
C 8.276 -6.681 -0.367
C 7.511 -5.535 -0.754
C 7.109 -5.721 -2.081
N 7.661 -6.893 -2.470
C 8.334 -7.547 -1.483
H 8.765 -6.854 0.580
H 7.485 -4.555 -0.301
H 6.509 -5.138 -2.764
H 7.619 -7.258 -3.411
H 8.856 -8.469 -1.692
C -5.681 -7.767 -4.223
C -6.117 -6.713 -3.376
C -5.088 -6.535 -2.446
N -4.070 -7.443 -2.769
C -4.434 -8.190 -3.850
H -6.335 -7.977 -5.056
H -7.088 -6.241 -3.405
H -4.937 -5.866 -1.611
H -3.189 -7.464 -2.277
H -3.719 -8.939 -4.155
C -3.164 7.518 -5.674
C -3.144 6.158 -5.979
C -2.118 5.571 -5.345
N -1.532 6.533 -4.560
C -2.079 7.738 -4.780
H -3.755 8.294 -6.138
H -3.813 5.716 -6.703
H -1.836 4.528 -5.350
H -0.828 6.321 -3.867
H -1.741 8.620 -4.255
C -7.326 6.765 1.843
C -6.504 5.747 2.337
C -5.568 5.409 1.336
N -5.788 6.253 0.217
C -6.883 7.083 0.532
H -8.140 7.170 2.427
H -6.712 5.371 3.328
H -4.775 4.680 1.262
H -5.345 6.208 -0.690
H -7.256 7.745 -0.234
C 0.584 10.876 1.795
C -0.094 11.910 2.437
C -1.294 11.315 2.966
N -1.274 9.957 2.664
C -0.167 9.737 1.850
H 1.518 10.954 1.258
H 0.146 12.960 2.523
H -2.179 11.723 3.432
H -1.877 9.180 2.892
H 0.041 8.767 1.425
C 3.706 -2.253 7.156
C 4.878 -2.044 6.458
C 5.555 -3.278 6.346
N 4.722 -4.208 6.953
C 3.620 -3.574 7.503
H 2.963 -1.475 7.244
H 5.182 -1.077 6.086
H 6.485 -3.628 5.923
H 4.949 -5.191 7.005
H 2.927 -4.183 8.064
C 0.167 -9.748 1.512
C -0.142 -11.057 1.171
C -1.142 -11.419 2.077
N -1.506 -10.334 2.873
C -0.613 -9.323 2.586
H 0.794 -9.115 0.901
H 0.247 -11.728 0.420
H -1.559 -12.398 2.265
H -2.165 -10.362 3.638
H -0.788 -8.337 2.989
C -5.021 -3.149 5.782
C -6.265 -2.524 5.691
C -6.188 -1.170 5.859
N -4.852 -0.932 6.123
C -4.097 -2.125 6.044
H -4.802 -4.191 5.600
H -7.166 -3.081 5.480
H -6.900 -0.364 5.949
H -4.406 -0.068 6.395
H -3.040 -2.175 6.258
C 6.734 9.409 -1.806
C 6.285 8.194 -1.267
C 5.567 7.482 -2.216
N 5.524 8.219 -3.312
C 6.184 9.442 -3.090
H 7.316 10.178 -1.320
H 6.535 7.803 -0.292
H 5.045 6.538 -2.189
H 5.026 7.926 -4.140
H 6.201 10.150 -3.905
C 0.936 -1.585 0.981
C 1.074 -0.181 0.710
N 1.228 0.956 0.500
H 1.567 -2.063 0.231
H -0.055 -2.027 0.873
H 1.435 -1.909 1.894
*
```

Properties
Frontier orbital gap   8.20 eV
Energy relative to the best compared isomer or geometry (same formula, charge and spin)   0.000 eV
SMILES   c1cc[nH]c1.c1cc[nH]c1.c1cc[nH]c1.c1cc[nH]c1.c1cc[nH]c1.c1cc[nH]c1.c1cc[nH]c1.c1cc[nH]c1.c1cc[nH]c1.c1cc[nH]c1.CC#N